# 1
{"formula": "C49H48BrNO2PTi", "method": "wB97M-V/def2-TZVPD", "homo_ev": -10.6, "e_lumo_ev": -3.08, "charge": 1, "symbols": ["Ti", "O", "C", "C", "C", "C", "C", "C", "C", "C", "C", "O", "C", "C", "C", "C", "C", "C", "C", "C", "C", "C", "C", "C", "N", "C", "C", "C", "C", "C", "C", "C", "C", "C", "C", "C", "C", "H", "H", "H", "H", "H", "H", "H", "H", "H", "H", "H", "H", "H", "H", "H", "H", "H", "H", "H", "H", "H", "H", "H", "H", "H", "H", "H", "Br", "C", "C", "C", "C", "C", "C", "C", "C", "C", "C", "H", "H", "H", "H", "H", "H", "C", "C", "P", "C", "C", "C", "C", "H", "H", "H", "H", "H", "H", "H", "H", "H", "H", "H", "H", "H", "H", "H"], "positions_angstrom": [[0.310, -0.342, 0.368], [-1.000, 0.742, 0.891], [-2.291, 0.844, 1.445], [-2.839, -0.591, 1.454], [-2.629, -1.375, 0.189], [-3.749, -1.916, -0.428], [-3.597, -2.787, -1.489], [-2.315, -3.147, -1.857], [-1.221, -2.585, -1.209], [0.130, -3.194, -1.477], [1.286, -2.255, -1.829], [1.241, -1.228, -0.868], [1.194, -1.638, -3.213], [0.121, -1.850, -4.065], [0.086, -1.248, -5.320], [1.131, -0.441, -5.732], [2.219, -0.242, -4.889], [2.248, -0.834, -3.639], [2.585, -3.048, -1.685], [3.428, -2.872, -0.598], [4.578, -3.642, -0.479], [4.887, -4.594, -1.436], [4.044, -4.772, -2.525], [2.901, -4.000, -2.650], [-1.372, -1.645, -0.247], [-2.125, 1.360, 2.873], [-2.937, 0.934, 3.917], [-2.747, 1.424, 5.202], [-1.744, 2.345, 5.457], [-0.936, 2.782, 4.418], [-1.127, 2.295, 3.135], [-3.139, 1.769, 0.576], [-3.871, 2.820, 1.116], [-4.639, 3.639, 0.297], [-4.684, 3.419, -1.069], [-3.958, 2.370, -1.617], [-3.198, 1.551, -0.798], [-2.327, -1.132, 2.254], [-3.904, -0.588, 1.680], [-4.729, -1.651, -0.060], [-4.458, -3.211, -1.988], [-2.146, -3.884, -2.629], [0.433, -3.708, -0.559], [0.025, -3.966, -2.238], [-0.704, -2.487, -3.770], [-0.759, -1.422, -5.974], [1.110, 0.021, -6.711], [3.052, 0.368, -5.218], [3.105, -0.696, -2.988], [3.189, -2.136, 0.158], [5.233, -3.495, 0.371], [5.782, -5.194, -1.339], [4.282, -5.508, -3.283], [2.261, -4.125, -3.517], [-3.729, 0.216, 3.745], [-3.387, 1.081, 6.005], [-1.595, 2.723, 6.460], [-0.153, 3.506, 4.606], [-0.494, 2.635, 2.326], [-3.836, 3.014, 2.180], [-5.197, 4.458, 0.734], [-5.281, 4.059, -1.705], [-3.986, 2.189, -2.685], [-2.631, 0.743, -1.241], [2.278, 0.918, 1.691], [1.880, 0.172, 3.406], [2.404, 0.732, 4.529], [2.153, 0.101, 5.765], [1.440, -1.062, 5.806], [0.914, -1.644, 4.627], [0.227, -2.880, 4.656], [-0.241, -3.424, 3.497], [-0.103, -2.729, 2.274], [0.521, -1.504, 2.174], [1.092, -0.994, 3.378], [3.007, 1.628, 4.478], [2.551, 0.536, 6.672], [1.272, -1.569, 6.748], [0.100, -3.387, 5.604], [-0.742, -4.383, 3.505], [-0.544, -3.197, 1.404], [0.056, 2.765, -3.952], [-0.195, 1.755, -2.836], [0.807, 1.952, -1.307], [0.102, 3.504, -0.608], [0.971, 4.211, 0.427], [2.449, 2.459, -1.977], [3.648, 2.180, -1.078], [1.061, 2.669, -4.365], [-0.648, 2.597, -4.769], [-0.075, 3.794, -3.617], [-0.038, 0.741, -3.209], [-1.235, 1.817, -2.507], [-0.867, 3.229, -0.179], [-0.104, 4.189, -1.434], [1.209, 3.566, 1.274], [0.456, 5.090, 0.815], [1.912, 4.551, -0.008], [2.397, 3.519, -2.239], [2.566, 1.918, -2.917], [3.602, 2.744, -0.145], [4.573, 2.462, -1.582], [3.715, 1.118, -0.833]], "mulliken_charge": [-2.0367, 0.6629, 2.8649, -1.7530, -0.5597, -0.8911, -1.4382, -0.4912, 0.1509, -2.6205, 3.2831, -0.0358, -0.5342, -0.1047, -0.9410, -0.6686, -0.7267, 0.0072, -0.0738, -0.0005, -1.3514, -0.5460, -1.0210, -0.3412, 2.3468, -0.4547, -0.1663, -1.0515, -0.6437, -0.8115, 0.1887, -0.3210, -0.5493, -1.0352, -0.7797, -0.7975, -0.0529, 0.6041, 0.7678, 0.5743, 0.4763, 0.5868, 0.5976, 0.7082, 0.2402, 0.4799, 0.4332, 0.4568, 0.5713, 0.2778, 0.4728, 0.4218, 0.4209, 0.3801, 0.4421, 0.4611, 0.4166, 0.4342, 0.1202, 0.5046, 0.4519, 0.4213, 0.5028, 0.5784, -0.1725, 1.0495, -0.5811, -0.8272, -0.9056, 1.0178, -1.0312, -1.3669, 0.0221, 0.9560, 0.3330, 0.4700, 0.4418, 0.4352, 0.4250, 0.4785, 0.1306, -1.6780, 0.9156, 1.5324, 0.2759, -1.3753, -0.3854, -1.4327, 0.3170, 0.4189, 0.3650, -0.9013, -0.2034, -0.7119, 0.8236, 0.1942, 0.4197, 0.3519, 0.6537, 0.1051, 0.2804, 0.5392, 0.1109]}

# 2
{"formula": "C49H48Cl4N7O3S6Tl", "method": "wB97M-V/def2-TZVPD", "homo_ev": [-0.1, -0.9], "e_lumo_ev": [2.88, 2.88], "charge": -2, "symbols": ["Tl", "C", "C", "C", "C", "C", "C", "N", "C", "C", "C", "C", "C", "N", "C", "C", "C", "C", "C", "C", "N", "H", "H", "H", "H", "H", "H", "H", "H", "H", "H", "H", "H", "H", "H", "H", "O", "N", "O", "C", "S", "C", "C", "S", "S", "C", "S", "S", "H", "H", "H", "Cl", "Cl", "C", "C", "C", "C", "C", "C", "N", "C", "C", "N", "C", "O", "C", "C", "C", "Cl", "S", "C", "C", "C", "Cl", "C", "H", "H", "H", "H", "H", "H", "H", "H", "H", "H", "H", "H", "H", "C", "C", "C", "C", "C", "C", "C", "C", "C", "C", "C", "C", "N", "H", "H", "H", "H", "H", "H", "H", "H", "H", "H", "H", "H", "H", "H", "H", "H", "H"], "positions_angstrom": [[-0.912, -1.971, -0.979], [0.579, -4.682, -3.424], [1.283, -4.891, -2.114], [2.500, -5.671, -2.036], [3.131, -5.778, -0.831], [2.545, -5.211, 0.308], [1.280, -4.581, 0.151], [0.695, -4.391, -1.043], [0.519, -4.237, 1.388], [0.983, -4.644, 2.660], [0.115, -4.608, 3.764], [-1.187, -4.212, 3.579], [-1.591, -3.743, 2.283], [-0.728, -3.721, 1.253], [-3.028, -3.500, 1.917], [-3.978, -4.205, 2.644], [-5.298, -4.162, 2.269], [-5.653, -3.390, 1.168], [-4.673, -2.660, 0.476], [-5.033, -1.946, -0.754], [-3.376, -2.775, 0.843], [1.141, -5.152, -4.273], [-0.483, -5.133, -3.382], [0.554, -3.566, -3.524], [2.813, -6.210, -2.959], [3.994, -6.462, -0.764], [3.030, -5.309, 1.277], [1.879, -5.227, 2.727], [0.384, -4.910, 4.774], [-1.899, -4.103, 4.377], [-3.641, -4.806, 3.479], [-6.039, -4.699, 2.836], [-6.707, -3.246, 0.955], [-6.079, -2.138, -0.930], [-4.787, -0.854, -0.577], [-4.445, -2.257, -1.572], [0.465, 2.400, 1.897], [1.672, 2.276, 2.099], [1.173, 0.148, 2.868], [-8.328, 0.668, -0.533], [-7.125, 1.605, -1.542], [-6.756, 2.748, -0.300], [-5.609, 2.684, 0.558], [-4.334, 1.609, 0.419], [-5.702, 3.855, 1.891], [-7.280, 4.572, 1.496], [-8.051, 5.627, 2.494], [-7.930, 4.009, 0.010], [-8.617, -0.168, -1.135], [-9.170, 1.335, -0.179], [-7.809, 0.305, 0.393], [0.212, -0.098, -2.724], [-2.185, 2.775, -8.001], [-0.655, 2.430, -7.282], [-0.434, 1.170, -6.661], [0.675, 1.150, -5.811], [1.619, 2.158, -5.675], [2.754, 2.016, -4.700], [2.771, 3.094, -3.621], [3.297, 2.695, -2.308], [4.531, 2.885, -1.790], [4.622, 2.182, -0.612], [3.444, 1.483, -0.413], [2.690, 1.745, -1.441], [4.076, 2.063, -5.349], [4.430, 0.810, -5.958], [5.588, 0.257, -5.278], [6.756, 0.971, -5.129], [7.199, 2.430, -5.848], [7.693, 0.341, -3.802], [6.695, -0.974, -3.633], [5.586, -0.869, -4.457], [1.469, 3.302, -6.519], [2.693, 4.477, -6.922], [0.282, 3.451, -7.241], [-1.268, 0.435, -6.772], [0.850, 0.292, -5.181], [2.609, 1.002, -4.221], [1.754, 3.449, -3.388], [3.397, 3.928, -3.888], [5.217, 3.571, -2.268], [5.448, 2.034, 0.060], [1.777, 1.221, -1.706], [4.661, 0.963, -7.022], [3.595, 0.111, -5.812], [6.776, -1.652, -2.761], [4.745, -1.531, -4.383], [0.119, 4.423, -7.753], [2.362, 4.117, 3.416], [2.286, 2.572, 3.398], [3.748, 1.963, 3.495], [1.337, 2.245, 4.491], [1.682, 2.743, 5.757], [0.837, 2.595, 6.832], [-0.473, 2.208, 6.585], [-0.821, 1.531, 5.406], [-2.198, 0.959, 5.236], [-2.297, -0.467, 5.871], [-2.675, 1.047, 3.783], [0.226, 1.356, 4.423], [0.240, 0.272, 3.650], [2.868, 4.541, 2.553], [2.884, 4.573, 4.313], [1.313, 4.562, 3.463], [2.305, 1.861, 1.419], [4.409, 2.798, 3.365], [3.889, 1.226, 2.688], [3.888, 1.423, 4.458], [2.657, 3.254, 5.922], [1.185, 2.931, 7.823], [-1.254, 2.421, 7.355], [-2.834, 1.629, 5.865], [-1.655, -1.226, 5.373], [-3.365, -0.834, 5.760], [-1.991, -0.431, 6.943], [-2.516, 0.146, 3.210], [-2.236, 1.896, 3.237], [-3.777, 1.279, 3.780]], "mulliken_charge": [0.7193, -0.9760, 0.8057, -0.7250, -0.4723, -0.8321, 0.7336, -0.1516, 0.8508, -0.7773, -0.7837, -0.7150, 0.6376, -0.0791, 0.5346, -0.7418, -0.7256, -0.5200, 0.6095, -0.9521, 0.1315, 0.3655, 0.1896, 0.1224, 0.2843, 0.3549, 0.3325, 0.1753, 0.3807, 0.2889, 0.3712, 0.4148, 0.3253, 0.3551, -0.0023, 0.2412, -0.5873, 0.5146, -0.6413, -0.7292, -0.1170, -0.2142, 0.0121, -0.1997, -0.0169, 0.0562, -0.3623, -0.1572, 0.3051, 0.3009, 0.1701, -0.7123, -0.2510, 0.5566, -1.1582, -0.0559, 0.0242, 0.4650, -1.4041, 0.3709, 0.0924, -1.1974, -0.4842, 0.2286, -0.1991, -0.5236, 0.1344, 0.4151, -0.2076, -0.2069, -0.3640, -0.7842, 0.6339, -0.2082, -0.8121, 0.3228, 0.4102, 0.4660, 0.4126, 0.3069, 0.4480, 0.4754, 0.0496, 0.3601, 0.3547, 0.3573, 0.5134, 0.3238, -1.7047, 2.3870, -1.7385, -0.2950, -0.5004, -1.1544, -0.5945, -0.0780, 0.5387, -1.3639, -1.4080, 0.6862, -0.0720, 0.4748, 0.3413, 0.3022, -0.0743, 0.4064, 0.4207, 0.2959, 0.1873, 0.2778, 0.2488, 0.4540, 0.1461, 0.3874, 0.3705, 0.1145, 0.3086, 0.3783]}

What did we get for total energy? Answer: -5866.037432; -6907.228556 a.u., in the order shown.